Model P:
12
Properties=species:S:1:pos:R:3 method="wB97M-V/def2-TZVPD" e_homo_ev=-9.67 lumo_energy_ev=0.890 molar_mass_g_mol=73.09
C 0.33523 1.42550 -1.22424
N 0.16710 0.13755 -0.58819
C -0.27113 -0.03249 0.69121
C -0.28547 -1.48464 1.14329
O -0.62019 0.88745 1.41167
H 0.39521 2.19057 -0.44816
H -0.49639 1.67328 -1.89496
H 1.26399 1.42793 -1.80338
H 0.40989 -0.69042 -1.10439
H -1.31256 -1.86236 1.14306
H 0.09168 -1.53526 2.16628
H 0.32264 -2.13710 0.50780

Model Q:
12
Properties=species:S:1:pos:R:3 method="wB97M-V/def2-TZVPD" e_homo_ev=-9.45 lumo_energy_ev=0.685 molar_mass_g_mol=73.09
O 0.70156 0.86200 -1.09593
C -0.08626 -0.26604 -0.90623
C -0.45712 -0.62377 0.38278
C -0.29540 0.56360 1.20304
N 0.64660 -0.65983 1.38883
H 0.88898 1.11654 -1.94718
H 0.33050 -1.21689 -1.41068
H -1.07610 -0.28307 -1.65742
H -1.33379 -1.27600 0.38125
H 0.26594 1.41767 0.77628
H -1.07372 0.59085 2.09403
H 1.48881 -0.22506 0.79123

According to the calculations, the structures order from most to least stable as model P, model Q.

Model P:
12
Properties=species:S:1:pos:R:3 method="wB97M-V/def2-TZVPD" e_homo_ev=-9.33 lumo_energy_ev=1.086 molar_mass_g_mol=73.09
C -0.50035 0.33264 0.12476
C -1.92715 0.05649 -0.29167
C 1.94405 -0.30334 -0.13233
N 0.73995 0.43123 -0.48735
O 0.23670 1.47135 0.38188
H -0.44790 -0.53469 1.62340
H -2.07199 -1.01168 0.11953
H -2.00094 0.14082 -1.35655
H -2.53954 0.70328 0.15720
H 1.66874 -0.80034 0.85232
H 2.31468 -1.04522 -0.89568
H 2.58374 0.55946 -0.09550

Model Q:
12
Properties=species:S:1:pos:R:3 method="wB97M-V/def2-TZVPD" e_homo_ev=-7.79 lumo_energy_ev=0.913 molar_mass_g_mol=73.09
C -1.72163 0.07259 0.17423
C -0.39081 -0.52569 -0.18846
C 0.78991 0.08916 -0.00289
N 1.94578 -0.16550 -0.70835
O 0.99430 1.13245 0.85600
H -2.30451 -0.51495 0.89464
H -1.61251 1.08756 0.57557
H -2.33733 0.16786 -0.72974
H -0.39219 -1.43796 -0.77921
H 1.88774 -0.86298 -1.43107
H 2.81838 -0.11097 -0.20749
H 0.32288 1.06844 1.54676

Model R:
12
Properties=species:S:1:pos:R:3 method="wB97M-V/def2-TZVPD" e_homo_ev=-8.83 lumo_energy_ev=0.783 molar_mass_g_mol=73.09
C -3.62448 -0.56498 -0.31281
N -2.84780 -0.58398 0.79053
H -4.42930 -1.31880 -0.42774
H -3.28828 -0.01789 -1.48818
H -2.07367 0.04319 0.59831
C 3.18968 0.22217 0.35007
C 1.88274 0.68085 0.42486
O 0.98175 0.38819 -0.52408
H 3.70776 -0.00127 1.27407
H 3.51057 -0.15410 -0.66728
H 1.58951 1.26870 1.29301
H 1.40151 0.03792 -1.31077

Model S:
12
Properties=species:S:1:pos:R:3 method="wB97M-V/def2-TZVPD" e_homo_ev=-9.48 lumo_energy_ev=0.928 molar_mass_g_mol=73.09
C -1.19214 1.17618 0.57351
C 0.06081 0.70508 0.49915
C 0.60444 -0.31483 -0.45455
N -0.31703 -1.36347 -0.79015
O 1.70205 -0.93022 0.17796
H -1.97765 0.86295 -0.10545
H -1.45495 1.91907 1.32171
H 0.78498 1.10433 1.20831
H 0.95293 0.18149 -1.36675
H -0.42337 -1.92991 0.04824
H -1.22707 -0.97613 -1.00774
H 2.48703 -0.43456 -0.10428

According to the calculations, the structures order from most to least stable as model Q, model S, model R, model P.

Model P:
13
Properties=species:S:1:pos:R:3 method="wB97M-V/def2-TZVPD" total_charge=+1 e_homo_ev=-13.32 lumo_energy_ev=-3.781 molar_mass_g_mol=196.01
N -0.02543 -1.32338 -0.04756
C -0.51273 0.09315 -0.17958
C 0.49190 1.07139 0.46184
C 1.26390 2.13766 -0.24263
C 1.95846 1.06706 0.03539
I 3.63338 -0.16127 0.00764
H 0.93797 -1.44242 -0.49847
H -0.57932 -2.16415 -0.40936
H 0.42389 -1.33092 0.93756
H -0.65254 0.33339 -1.32569
H -1.39542 0.09768 0.43774
H 0.34888 1.12634 1.50183
H 1.03879 3.03345 -0.63168

Model Q:
13
Properties=species:S:1:pos:R:3 method="wB97M-V/def2-TZVPD" total_charge=+1 e_homo_ev="-14.21 / -13.85" lumo_energy_ev="-6.679 / -6.566" molar_mass_g_mol=196.01
C -0.30372 2.51661 0.76252
C 0.16655 1.91087 -0.53808
C -0.53187 -0.98860 0.21036
C 0.90073 -0.26895 0.19420
N 1.07206 1.04018 -0.13309
I 0.31089 2.28107 2.63675
H -0.55553 1.58925 -1.28957
H 0.60163 2.78562 -0.87046
H -1.33110 -0.22472 0.36670
H -0.72026 -1.41048 -0.79988
H -0.56092 -1.91571 0.83847
H 1.88321 -0.73882 0.11420
H 1.00400 -0.17368 1.32705

According to the calculations, the structures order from most to least stable as model P, model Q.

Model P:
9
Properties=species:S:1:pos:R:3 method="wB97M-V/def2-TZVPD" total_charge=+1 e_homo_ev=-14.49 lumo_energy_ev=-5.195 molar_mass_g_mol=90.13
C -0.64576 0.46013 0.82238
N 1.40083 -1.90623 -0.28062
N 0.16338 0.22065 -0.34907
N 0.60562 -1.35971 -0.93742
S -1.39042 0.74503 -0.85190
H -1.03911 -0.43750 1.30763
H -0.26412 1.43229 1.25186
H 2.10322 -1.28299 0.22785
H -0.93364 2.12832 -1.19070

Model Q:
9
Properties=species:S:1:pos:R:3 method="wB97M-V/def2-TZVPD" total_charge=+1 e_homo_ev="-13.39 / -13.39" lumo_energy_ev="-6.470 / -6.474" molar_mass_g_mol=90.13
C -1.01141 -0.46648 -0.38462
N 2.72941 -0.04150 0.09932
N -0.20290 0.21033 0.45635
N 1.94681 0.77848 -0.04439
S -1.38291 1.25005 0.01629
H -0.47741 -0.75546 -1.35454
H -1.93385 -1.00372 -0.09997
H 2.82445 -1.01382 0.44306
H -2.49219 1.04211 0.86850

According to the calculations, the structures order from most to least stable as model P, model Q.

Model P:
17
Properties=species:S:1:pos:R:3 method="wB97M-V/def2-TZVPD" total_charge=-2 e_homo_ev=0.90 lumo_energy_ev=6.879 molar_mass_g_mol=106.12
C -0.38525 0.13865 -0.28147
C -0.14697 1.51060 0.29800
C -0.18054 1.48660 1.91337
O 0.15022 2.65377 2.44641
C 0.44301 -1.02833 0.05669
O 0.18268 -2.25215 -0.59446
H -0.26371 0.22668 -1.30987
H -1.40815 -0.27600 0.09984
H 0.89030 1.76540 0.07366
H -0.79266 2.33878 0.14021
H -1.13569 1.21016 2.09631
H 0.53818 0.80826 2.40834
H 1.47057 -0.70945 -0.26315
H 0.50426 -1.12250 1.04914
H 0.20224 -2.18809 -1.85715
H -0.14290 -2.71045 -3.24028
O 0.07439 -1.85193 -3.03559

Model Q:
17
Properties=species:S:1:pos:R:3 method="wB97M-V/def2-TZVPD" total_charge=-2 e_homo_ev=0.61 lumo_energy_ev=6.933 molar_mass_g_mol=106.12
C -1.13864 1.92739 -1.63443
O -0.93150 3.24774 -1.63956
C -0.71703 1.24977 -0.23638
C -0.26072 -0.20459 -0.32493
C 0.38694 -0.61369 1.04252
O 0.25334 -1.98019 1.28520
H -2.24608 1.65151 -1.68824
H -0.66472 1.30053 -2.44947
H -1.55072 1.40056 0.42827
H 0.08992 1.89626 0.13272
H -1.11164 -0.89517 -0.33205
H 0.32284 -0.39086 -1.21722
H -0.08234 -0.01341 1.82545
H 1.46823 -0.31116 1.06186
H 1.59083 -2.51531 1.80858
H 2.09022 -2.76876 0.54616
O 2.50106 -2.98063 1.39151

According to the calculations, the structures order from most to least stable as model Q, model P.

Model P:
19
Properties=species:S:1:pos:R:3 method="wB97M-V/def2-TZVPD" e_homo_ev=-9.16 lumo_energy_ev=0.893 molar_mass_g_mol=126.15
C -0.82730 1.18112 1.62121
C -0.36070 0.93763 0.03459
O -1.56321 1.05171 -0.86793
C -0.97522 -0.24554 -0.56516
C -0.85231 -1.46027 0.34053
O 0.51662 -1.50421 0.63444
C 1.43318 -0.56566 0.09387
C 1.63917 -0.09750 -1.26689
C 1.02446 0.95998 -0.30014
H -1.92962 0.73678 1.63862
H -0.55088 2.15872 2.15473
H -0.48427 0.27847 2.36185
H -0.62329 -0.60826 -1.47389
H -1.07849 -2.50696 -0.25452
H -1.36873 -1.42896 1.30367
H 2.61583 -0.86785 0.39850
H 2.62066 0.21164 -1.65552
H 0.90865 -0.33992 -2.26237
H 1.77514 1.72771 -0.09113

Model Q:
19
Properties=species:S:1:pos:R:3 method="wB97M-V/def2-TZVPD" e_homo_ev=-9.32 lumo_energy_ev=0.280 molar_mass_g_mol=126.15
C -2.77772 -0.37044 -0.57249
C -1.89588 0.44347 0.31989
O -1.93197 1.63823 0.44631
C -0.92667 -0.40831 1.17083
O -1.34985 -1.34073 1.80981
C 0.46077 0.08189 1.20693
C 1.30687 0.14483 0.17734
C 0.93043 -0.37125 -1.19362
C 2.68695 0.67590 0.32713
H -3.52660 0.26187 -1.04323
H -2.17642 -0.87245 -1.33248
H -3.25370 -1.14606 0.01545
H 0.80441 0.35243 2.20648
H 0.42572 -1.33058 -1.12312
H 1.82628 -0.47881 -1.81632
H 0.25977 0.33272 -1.69785
H 2.79548 1.25009 1.24921
H 3.40369 -0.15822 0.35902
H 2.93845 1.29544 -0.50929

According to the calculations, the structures order from most to least stable as model Q, model P.

Model P:
19
Properties=species:S:1:pos:R:3 method="wB97M-V/def2-TZVPD" e_homo_ev=-8.55 lumo_energy_ev=0.819 molar_mass_g_mol=126.15
C 2.71239 0.45760 0.08578
C 1.34867 -0.15896 0.07308
C 1.02747 -1.57175 -0.12921
C -0.37978 -1.78606 0.38763
O -1.67195 -2.19811 -0.10946
C -1.20462 -0.69809 -0.26310
C -1.16962 0.60840 0.66506
C -1.83917 1.88728 -0.15252
O 0.28274 0.83927 0.02505
H 3.55766 0.06988 -0.05971
H 2.90944 1.68230 -0.24949
H 0.90633 -1.69342 -1.25973
H 1.78051 -2.05518 0.28825
H -0.50131 -1.85038 1.48137
H -1.36490 -0.60872 -1.29168
H -1.05964 0.61297 1.66755
H -2.84435 2.03594 0.20229
H -1.37446 1.67251 -1.28384
H -1.11540 2.75451 -0.07731

Model Q:
19
Properties=species:S:1:pos:R:3 method="wB97M-V/def2-TZVPD" e_homo_ev=-7.96 lumo_energy_ev=-0.589 molar_mass_g_mol=126.15
C -0.00498 2.00933 1.18671
C 0.00535 0.52477 0.96928
C 0.96905 -0.18245 0.23448
C 1.34065 -1.59728 0.59656
C 0.97703 0.05555 -1.18713
O 1.67979 0.02890 -2.14300
C -0.72364 0.39792 -1.00613
C -1.62942 -0.79398 -1.16698
O -0.93223 1.52400 -1.42676
H -1.03348 2.37472 1.20876
H 0.47232 2.26561 2.13546
H 0.50119 2.53041 0.37662
H -0.43358 -0.04677 1.78285
H 0.62597 -2.03986 1.29253
H 1.44418 -2.25929 -0.26309
H 2.31432 -1.55316 1.09476
H -2.64755 -0.51055 -0.89863
H -1.62384 -1.08760 -2.21944
H -1.30117 -1.64026 -0.56685

According to the calculations, the structures order from most to least stable as model Q, model P.

Model P:
19
Properties=species:S:1:pos:R:3 method="wB97M-V/def2-TZVPD" e_homo_ev=-8.08 lumo_energy_ev=0.681 molar_mass_g_mol=126.15
C 2.06191 -0.11972 -0.38748
C -2.18099 -0.45054 0.05502
C -0.76695 -0.63760 -0.44286
C 0.02606 1.18951 0.07223
C 0.82066 0.14522 0.47105
C -0.33168 2.44142 -0.02664
C 0.24564 -0.94122 1.18381
O 2.30995 -1.48289 -0.63527
O -0.44478 -1.19041 -1.47194
H 1.58237 -1.79669 -1.19211
H 1.97547 0.44804 -1.31988
H 2.91660 0.27573 0.16980
H -2.60526 -1.43469 0.25908
H -2.75476 0.01458 -0.74915
H -2.24336 0.16506 0.94628
H 0.14912 3.22642 0.55243
H -1.13265 2.75319 -0.68950
H -0.43664 -0.74178 1.99780
H 0.80928 -1.86362 1.20735

Model Q:
19
Properties=species:S:1:pos:R:3 method="wB97M-V/def2-TZVPD" e_homo_ev=-8.67 lumo_energy_ev=0.907 molar_mass_g_mol=126.15
C -0.60925 -2.14458 0.78304
C 0.04359 -1.23398 1.74785
C -0.09055 0.06950 1.83594
C -0.73892 0.93100 0.83406
C -0.65151 0.61820 -0.48888
C -1.47334 1.30954 -1.60526
O 0.23228 -0.37504 -0.89034
C 1.51945 0.01915 -1.02891
O 1.97391 1.11587 -0.80687
H 0.21945 -2.69777 0.25009
H -1.42502 -1.70887 0.09340
H -1.18107 -2.95910 1.27263
H 0.52390 -1.73202 2.57766
H 0.38339 0.58933 2.73702
H -1.33442 1.76962 1.10724
H -0.84489 1.92780 -2.24900
H -2.24762 1.83250 -1.20790
H -1.88369 0.48685 -2.23439
H 2.14363 -0.84793 -1.23612

According to the calculations, the structures order from most to least stable as model Q, model P.